[1]
# H46O23

A cluster of 23 separate species, H46O23 in total in a non-equilibrium geometry (the ωB97M-V functional and the def2-TZVPD basis, the Open Molecules 2025 dataset).

Summary:
E_LUMO, hartree: -0.0076
Total energy, hartree: -1758.14751
Largest force on an atom, eV Å⁻¹: 1.26
Energy relative to the best compared isomer or geometry (same formula, charge and spin), eV: 2.009
Kohn-Sham gap, Eh: 0.385
Spin multiplicity: 1

XYZ file:
```
69
H46O23 (the ωB97M-V functional and the def2-TZVPD basis)
O -1.82814 -2.16101 10.48326
H -1.34327 -1.42638 10.85938
H -2.19015 -2.62216 11.23991
O -2.23954 -2.16158 14.66905
H -2.10460 -3.10920 14.66296
H -2.54985 -1.95769 13.78680
O -4.04782 0.85991 12.55040
H -4.86451 0.81446 13.04757
H -4.23008 0.37623 11.74475
O -5.48430 -8.65588 8.08510
H -4.72349 -8.55009 7.51394
H -5.40458 -7.94811 8.72458
O -7.15570 -6.33210 9.28012
H -7.34069 -6.84813 10.06481
H -7.97818 -6.33664 8.79049
O -3.07206 -7.13819 8.72531
H -2.51889 -7.91685 8.66266
H -2.99564 -6.86238 9.63872
O -2.05545 -5.00131 7.08463
H -2.11737 -5.18120 6.14653
H -2.63479 -5.64569 7.49131
O -7.53824 -8.83976 10.57096
H -6.68534 -9.27228 10.61231
H -8.13710 -9.44815 11.00392
O -3.96079 -2.26512 8.56150
H -3.62249 -2.19364 7.66893
H -3.19099 -2.46323 9.09477
O -0.60032 -5.94262 10.79742
H -0.72978 -5.42411 10.00331
H 0.13380 -6.52065 10.58959
O -9.93525 -8.16358 9.57865
H -10.01368 -8.57488 8.71789
H -9.03303 -8.33798 9.84666
O -7.44359 -1.71462 9.75995
H -7.77008 -1.19480 10.49440
H -6.67593 -2.16751 10.10897
O -6.79984 -4.36275 5.72515
H -7.22092 -3.60710 6.13492
H -5.94796 -4.42624 6.15701
O -3.09189 -7.04225 11.67723
H -3.12389 -7.29227 12.60065
H -2.19798 -6.72659 11.54490
O -3.36496 -3.38541 12.30115
H -3.08312 -4.19844 12.72042
H -4.26624 -3.55627 12.02779
O -8.98023 -6.48914 6.93349
H -9.78176 -5.98088 6.80911
H -8.37104 -6.13953 6.28318
O -2.78720 -1.62158 6.12505
H -3.24882 -1.48731 5.29734
H -2.02731 -2.15507 5.89223
O -5.61527 -3.63618 10.31034
H -4.96681 -3.30362 9.68974
H -5.90730 -4.46513 9.93113
O -7.02267 -1.32087 6.84644
H -7.92952 -1.26851 6.54458
H -7.08701 -1.64648 7.74425
O -0.35410 -3.94986 8.85879
H -0.87487 -4.38747 8.18534
H -0.98021 -3.39424 9.32301
O -10.90164 -1.76407 10.67276
H -11.34549 -2.55347 10.98272
H -10.04713 -2.07208 10.37082
O -5.20705 0.30745 10.16078
H -6.11811 0.46821 9.91511
H -4.98717 -0.52238 9.73739
O -8.19663 -0.19565 11.67116
H -7.54662 -0.07025 12.36252
H -8.63310 0.65287 11.59534
```


[2]
# C36H57NO29P

A cluster of 10 separate species, C36H57NO29P in total in a non-equilibrium geometry (the ωB97M-V functional and the def2-TZVPD basis, the Open Molecules 2025 dataset).

Summary:
E_LUMO, hartree: 0.0608
Total energy, hartree: -3984.04390
Largest force on an atom, eV Å⁻¹: 1.67
Energy relative to the best compared isomer or geometry (same formula, charge and spin), eV: 0.000
Kohn-Sham gap, Eh: 0.142
Total charge: -1
Spin multiplicity: 1

XYZ file:
```
124
C36H57NO29P (the ωB97M-V functional and the def2-TZVPD basis)
C 7.21359 -0.90245 1.05074
C 6.67387 0.48645 1.38436
O 5.87174 1.08548 0.38936
C 4.82904 0.25104 -0.12915
C 3.58478 1.12593 -0.33977
O 2.49064 0.53117 0.29989
C 1.44691 1.51635 0.53765
P 1.90793 2.42549 2.04170
N 2.68106 1.63687 3.20852
C 0.09406 0.80684 0.83796
C -1.04726 1.78403 0.43645
C -0.07894 -0.49122 0.02563
C -0.36348 -1.68046 0.95258
H 7.94467 -1.16545 1.81356
H 6.41781 -1.63839 1.14107
H 7.63331 -0.94111 0.04914
H 7.54561 1.14048 1.48867
H 6.17760 0.50938 2.36008
H 4.52620 -0.53243 0.56164
H 5.16775 -0.13496 -1.09296
H 3.79597 2.11726 0.07306
H 3.38843 1.26986 -1.41135
H 0.68020 2.91537 2.55208
H 2.61884 3.59377 1.65111
H 2.83392 0.68985 2.87004
H 0.01654 0.56272 1.90786
H -1.02050 1.85848 -0.64293
H -2.02129 1.36987 0.72458
H -0.86208 2.77776 0.83212
H 0.74513 -0.69283 -0.65387
H -0.97529 -0.38238 -0.58651
H -1.28961 -1.45590 1.47720
H 0.42125 -1.76243 1.70593
H -0.47770 -2.61379 0.40928
C 11.44441 0.72251 2.06737
C 11.20394 1.29939 3.44548
O 10.24812 0.39079 3.99499
C 10.37132 -0.79357 3.34559
O 9.83613 -1.80122 3.67522
O 11.18754 -0.67040 2.26869
H 12.45959 0.87759 1.71026
H 10.74195 1.10627 1.32530
H 12.10163 1.28588 4.06753
H 10.80301 2.30953 3.42135
C 3.14114 4.98471 -2.32306
C 3.03596 5.33650 -0.85638
O 1.65096 5.10956 -0.58553
C 1.18314 4.21653 -1.50101
O 0.14033 3.66365 -1.42585
O 2.10285 4.01957 -2.48585
H 4.10518 4.55705 -2.58922
H 2.93835 5.84095 -2.97220
H 3.63319 4.67334 -0.22558
H 3.30817 6.36573 -0.64946
C 4.51971 7.45967 3.14275
C 5.89221 6.87198 3.28537
O 6.16268 6.38733 1.96180
C 5.39537 7.09341 1.09830
O 5.50544 7.05675 -0.08715
O 4.48597 7.84905 1.75987
H 4.35952 8.31956 3.78748
H 3.73145 6.72907 3.32421
H 6.64569 7.62097 3.54194
H 5.92688 6.06784 4.01424
C -3.67178 -4.70187 -2.50532
C -2.80521 -5.35705 -1.45704
O -2.22690 -4.22537 -0.79333
C -3.04093 -3.15939 -0.98765
O -2.94668 -2.11274 -0.43315
O -3.99884 -3.44498 -1.90843
H -4.57308 -5.26657 -2.72967
H -3.12930 -4.51522 -3.43341
H -3.38791 -5.93111 -0.73141
H -2.03932 -5.99331 -1.87858
C -6.36026 0.30548 -1.72487
C -6.16565 -1.14985 -1.37601
O -7.51523 -1.65608 -1.40980
C -8.23868 -0.84973 -2.20716
O -9.34880 -1.08507 -2.58372
O -7.54886 0.26414 -2.53533
H -5.52674 0.72335 -2.28229
H -6.55130 0.92904 -0.85000
H -5.57039 -1.67981 -2.11711
H -5.71910 -1.29398 -0.39651
C -0.73408 -8.57739 0.86059
C -1.44950 -9.90121 0.70049
O -2.35430 -9.63309 -0.37655
C -1.84933 -8.60402 -1.09866
O -2.27194 -8.23761 -2.14911
O -0.79934 -8.03727 -0.46276
H 0.29868 -8.68385 1.18108
H -1.25033 -7.90010 1.54280
H -0.77703 -10.70758 0.40201
H -1.99292 -10.20323 1.59198
C -13.27984 -2.23943 -2.37978
C -12.55259 -1.75840 -3.61283
O -13.41263 -2.20888 -4.66971
C -14.65984 -2.35650 -4.16345
O -15.63523 -2.55668 -4.81437
O -14.64670 -2.24517 -2.81205
H -13.14865 -1.58213 -1.52473
H -12.99565 -3.25407 -2.09550
H -12.47849 -0.67103 -3.65716
H -11.55813 -2.18352 -3.71144
C -6.59717 -0.24580 -7.21830
C -7.67612 -1.02292 -6.49569
O -6.91715 -1.99606 -5.77279
C -5.66237 -1.50896 -5.60146
O -4.84428 -1.99542 -4.89031
O -5.47662 -0.38926 -6.34208
H -6.84501 0.80376 -7.35431
H -6.34444 -0.68151 -8.18714
H -8.23074 -0.40905 -5.78332
H -8.37824 -1.50703 -7.16993
C 4.44314 2.22246 6.37731
C 2.95735 2.47808 6.43273
O 2.90461 3.91507 6.54123
C 4.04535 4.41111 6.03617
O 4.24207 5.57324 5.82736
O 4.94354 3.43523 5.79689
H 4.70077 1.36458 5.76179
H 4.88972 2.10518 7.36878
H 2.45218 2.16949 5.51350
H 2.47373 2.00836 7.28737
```


[3]
# C3H8S

A cluster of 2 separate species, C3H8S in total in a non-equilibrium geometry (the ωB97M-V functional and the def2-TZVPD basis, the Open Molecules 2025 dataset).

Summary:
E_LUMO (alpha / beta), hartree: 0.0311 / -0.0736
Total energy, hartree: -517.07605
Largest force on an atom, eV Å⁻¹: 3.95
Energy relative to the best compared isomer or geometry (same formula, charge and spin), eV: 1.326
Kohn-Sham gap (alpha / beta), Eh: 0.241 / 0.310
Spin multiplicity: 3
⟨S²⟩: 2.01

XYZ file:
```
12
C3H8S (the ωB97M-V functional and the def2-TZVPD basis)
C -0.07317 0.98288 -1.16777
C -0.34087 -0.29292 -0.38174
C 0.00036 -0.13507 1.06802
S 0.01077 -1.57297 2.07664
H -0.65507 1.81138 -0.77280
H 0.98010 1.24136 -1.09382
H -0.32866 0.84661 -2.21504
H 0.24042 -1.11321 -0.81184
H -1.40193 -0.55837 -0.46224
H 1.60699 0.54253 1.02452
H -0.50629 0.66644 1.58710
H 0.46736 -2.41867 1.14898
```